This record from OMol25 describes the molecule C19H22FN5O2. The level of theory is the ωB97M-V functional and the def2-TZVPD basis.

Values from the calculation:
SMILES	O=C(NCC(=O)N1CCC2(CC1)NCCc1[nH]cnc12)c1ccc(F)cc1
ΔE to the lowest compared entry with this formula, charge and spin	0.0	kcal per mole
HOMO	-8.7	eV
Kohn-Sham gap	9.2384	eV
total charge	0

Cartesian coordinates (Å):
F1 8.600814 -0.607942 -0.902136
O1 3.293710 1.629899 1.646350
O2 0.876967 -1.585626 -0.624553
N1 -3.874290 1.659315 -0.744598
N2 -0.976936 -0.784570 0.381896
N3 -6.039083 1.939839 -1.075445
N4 2.418867 0.431353 -0.049254
N5 -4.993480 -1.510750 0.907756
C1 5.036777 -0.789011 -0.353115
C2 -5.888805 0.723283 -0.464397
C3 -3.933981 -0.639444 0.381901
C4 -4.544479 0.570278 -0.265098
C5 7.152136 0.974080 0.071307
C6 6.316506 -1.150023 -0.733892
C7 -6.926204 -0.273244 -0.101224
C8 3.448973 0.884326 0.695575
C9 4.803557 0.451458 0.233819
C10 -3.035923 -0.210690 1.554071
C11 1.049708 0.576818 0.370376
C12 -6.177501 -1.611674 0.077955
C13 -1.687796 0.287617 1.051907
C14 0.304927 -0.702590 -0.001026
C15 5.870518 1.318016 0.454968
C16 7.353477 -0.258762 -0.523373
C17 -4.790474 2.455169 -1.217593
C18 -1.778587 -1.914265 -0.050852
C19 -3.086115 -1.418856 -0.651768
H1 -7.690691 -0.360468 -0.876447
H2 -1.191099 -2.459203 -0.792769
H3 4.231407 -1.494887 -0.493279
H4 -1.864134 1.121412 0.361030
H5 -2.862219 -0.764905 -1.495730
H6 -3.657814 -2.272406 -1.013017
H7 -4.597971 3.408262 -1.666789
H8 5.673666 2.264417 0.934924
H9 -1.977116 -2.583917 0.791740
H10 2.549730 -0.300431 -0.737770
H11 6.518330 -2.108739 -1.185169
H12 -7.423192 0.008040 0.834099
H13 -6.837271 -2.356399 0.528515
H14 7.987354 1.637882 0.229114
H15 -5.264349 -1.185350 1.830660
H16 -6.906529 2.358459 -1.367962
H17 -5.869822 -1.975500 -0.905468
H18 1.035404 0.761783 1.449039
H19 0.574721 1.430285 -0.130419
H20 -2.898443 -1.058118 2.227025
H21 -3.521575 0.593446 2.109854
H22 -1.097026 0.648876 1.898398

Cartesian forces (eV/Å) of the 6 atoms listed first:
F -0.1 0.0 0.0
O 0.0 0.2 0.2
O 0.2 -0.2 -0.2
N 0.4 0.2 -0.1
N -0.2 -0.2 0.0
N -0.1 0.0 0.0


This record from OMol25 describes a cluster of 18 separate species, H35O18 in total at a distorted geometry. The level of theory is the ωB97M-V functional and the def2-TZVPD basis.

Values from the calculation:
ΔE to the lowest compared entry with this formula, charge and spin	92.6	kcal per mole
HOMO	-7.4	eV
Kohn-Sham gap	9.6383	eV
total charge	-1

Cartesian coordinates (Å):
O1 0.942863 3.109326 -1.353099
O2 -1.167280 0.331866 -4.874189
O3 2.479602 1.089388 2.338946
O4 -1.513817 5.853396 -0.241632
O5 -1.256825 -2.306617 -1.562230
O6 0.583344 -1.685865 -0.125709
O7 -2.069093 -0.342675 5.491647
O8 1.996240 -3.394985 1.183094
O9 0.913974 0.836593 0.440917
O10 0.070769 -2.646781 -3.744671
O11 -0.509571 2.948236 2.442037
O12 -2.149336 -4.739222 -2.203562
O13 4.653771 -1.247269 2.852624
O14 -2.260511 3.254408 -0.567937
O15 -1.526676 0.095598 -0.006957
O16 -1.636250 2.199392 -3.154518
O17 -0.375463 -0.829424 2.710514
O18 3.279576 -0.765529 0.827655
H1 -1.051255 -0.780100 0.012850
H2 2.101838 0.346127 1.723535
H3 3.746728 -1.052915 2.403479
H4 -1.458213 1.296131 -3.454711
H5 4.984370 -1.972485 2.289281
H6 -1.282379 -4.919726 -2.570326
H7 -0.112528 -2.125732 0.350597
H8 -0.820396 0.745652 -5.643317
H9 0.896792 -2.200016 -3.541168
H10 -3.029079 -0.311017 5.259497
H11 -0.139582 -2.087067 -1.154666
H12 -1.242252 -0.599170 -4.767923
H13 1.172395 -2.956604 0.734872
H14 -1.403893 5.470904 -1.148731
H15 -1.637016 4.874706 0.007236
H16 -1.660493 -1.494314 -1.854568
H17 -2.500356 2.299727 -0.399096
H18 -1.811462 -3.958110 -1.576260
H19 0.068127 3.688873 2.497065
H20 0.132094 -0.930832 3.523952
H21 -0.998481 2.563055 3.184558
H22 0.053232 2.793098 -1.104854
H23 0.042036 1.208355 0.726222
H24 1.253390 2.587176 -0.531036
H25 2.645578 -1.327855 0.437466
H26 3.493333 -0.019449 0.259803
H27 -1.537639 2.814409 -1.083149
H28 0.367720 -0.548983 2.060836
H29 -1.683815 -1.211540 5.579174
H30 -1.981606 -0.230746 -0.857707
H31 -2.523179 2.172313 -2.665311
H32 1.555949 -4.135599 1.654138
H33 0.747514 -0.037341 -0.039199
H34 3.439813 1.036970 2.052377
H35 -0.282601 -2.757734 -2.817844

Cartesian forces (eV/Å) of the 6 atoms listed first:
O -0.3 -1.7 2.7
O -0.9 1.1 1.8
O 1.4 -1.5 -1.0
O 0.0 -3.3 -1.1
O 1.3 -0.5 0.8
O 0.0 -0.7 -1.6


This record from OMol25 describes a structure of composition C25H36MoN2S5Si at a distorted geometry. The level of theory is the ωB97M-V functional and the def2-TZVPD basis.

Values from the calculation:
spin multiplicity	3
HOMO (alpha / beta)	-13.4 / -13.9	eV
Kohn-Sham gap (alpha / beta)	6.8967 / 5.5262	eV
<S²>	2.034
total charge	+2

Cartesian coordinates (Å):
Mo1 0.077540 0.214354 0.299455
S1 3.348792 -4.059767 2.884170
S2 5.313242 -1.862005 3.199014
S3 -0.094577 -2.080914 1.181817
S4 0.983020 -5.380818 1.980203
S5 2.555095 -1.349319 2.240648
Si1 -0.374220 1.454009 -3.289925
N1 -0.226903 0.610287 -1.675008
N2 1.304665 -0.975360 -1.224980
C1 0.149316 -0.702057 -1.905033
C2 -0.286150 2.562758 0.680193
C3 1.378774 -2.558767 1.903529
C4 0.477353 2.012008 1.730004
C5 1.921296 -2.166244 -1.399362
C6 0.187075 3.236173 -3.251118
C7 0.081871 -2.901597 -2.780428
C8 -0.537634 -1.682177 -2.629810
C9 -0.155051 1.043068 2.568584
C10 -3.357019 0.219407 0.620995
C11 -1.530887 1.987990 0.316076
C12 0.498450 0.650212 3.870617
C13 -0.795765 -5.101790 1.896289
C14 0.840444 0.620172 -4.437201
C15 1.829434 2.565063 2.095065
C16 3.837310 -2.383873 2.824102
C17 1.337528 -3.129273 -2.198514
C18 -2.137540 -0.416863 3.167676
C19 -2.125400 1.246775 -3.919333
C20 1.764558 -3.871992 2.224154
C21 3.296853 -2.360238 -0.836633
C22 0.201084 3.819651 0.021300
C23 -2.358745 2.662821 -0.735550
C24 -1.421923 0.523861 2.237192
C25 -2.064702 0.875641 1.018906
H1 -3.470585 0.201803 -0.459606
H2 -1.129370 -4.484017 2.724593
H3 0.137270 4.615231 0.770060
H4 3.960654 -2.713868 -1.625565
H5 -1.204446 -6.105629 2.009139
H6 -2.477034 2.164443 -4.395401
H7 3.314737 -3.119476 -0.053480
H8 -2.393258 -1.354691 2.678574
H9 1.863964 -4.055131 -2.387541
H10 1.240734 3.758783 -0.288659
H11 0.366377 -0.401143 4.108095
H12 -1.491710 -1.455117 -3.084109
H13 0.594880 -0.404521 -4.712567
H14 -2.166878 0.459811 -4.675199
H15 3.692036 -1.425111 -0.448221
H16 -3.238980 2.094484 -1.009189
H17 -2.839539 0.989145 -3.136167
H18 0.047890 1.233521 4.678012
H19 1.045132 3.395583 -2.599495
H20 -1.580777 -0.643297 4.066749
H21 -3.076164 0.053387 3.471191
H22 2.306236 3.044772 1.246858
H23 -0.576258 3.982637 -3.030318
H24 -1.097143 -4.688103 0.939035
H25 1.853460 0.635195 -4.026846
H26 1.560220 0.858522 3.881808
H27 -0.381549 -3.678670 -3.374446
H28 -0.389883 4.115967 -0.831877
H29 2.497358 1.779896 2.436423
H30 -2.700369 3.611888 -0.311429
H31 -3.394889 -0.808815 0.967730
H32 0.858979 1.204917 -5.360166
H33 0.532695 3.440849 -4.267605
H34 1.742317 3.303028 2.895717
H35 -1.803647 2.902540 -1.633828
H36 -4.212042 0.749094 1.047436

Cartesian forces (eV/Å) of the 6 atoms listed first:
Mo -0.7 0.1 -1.3
S 0.0 0.1 0.1
S -0.1 0.0 0.1
S -0.1 0.1 0.2
S 0.1 0.1 0.0
S 0.0 0.0 0.1


This record from OMol25 describes a structure of composition C21H17BCl2IMgN5O3S. The level of theory is the ωB97M-V functional and the def2-TZVPD basis.

Values from the calculation:
ΔE to the lowest compared entry with this formula, charge and spin	6.9	kcal per mole
HOMO	-2.2	eV
Kohn-Sham gap	5.7128	eV
total charge	-2

Cartesian coordinates (Å):
I1 -6.624126 -4.146069 -1.232306
Cl1 4.913572 -5.805212 -0.095251
Cl2 0.125536 -4.220092 -1.988703
S1 2.369672 0.605667 -1.229564
Mg1 0.299307 -0.038795 0.520286
O1 -1.473604 0.319136 -0.330667
O2 0.460318 -1.975373 -0.120560
O3 2.031495 -0.508165 1.731810
N1 1.815099 2.666818 0.472782
N2 -0.638774 -0.233804 2.469083
N3 3.955423 2.539017 -0.278031
N4 -3.853400 -3.229427 -0.790226
N5 0.546315 2.099471 0.465078
C1 2.606929 -2.603838 0.722149
C2 -2.764998 3.572526 0.686251
C3 2.505556 -4.841406 -0.927549
C4 -4.126815 3.366356 0.590800
C5 3.651119 -3.536584 0.720215
C6 2.769100 -1.466484 1.607858
C7 -0.967400 -0.411145 3.561318
C8 -3.682677 1.095041 -0.101517
C9 -1.831507 2.568735 0.412405
C10 -4.826786 -2.233248 -2.744117
C11 2.660920 2.006083 -0.256306
C12 -2.576187 -1.706640 -2.129617
C13 1.444569 -2.764688 -0.101572
C14 -4.846440 -3.052217 -1.629638
C15 1.474068 -3.943612 -0.928720
C16 -3.641129 -1.546203 -2.992813
C17 3.605401 -4.637379 -0.089352
C18 -2.273162 1.275663 -0.014895
C19 -2.732201 -2.548219 -1.036437
C20 -0.423861 2.926637 0.496252
C21 -4.572329 2.100989 0.195656
B1 -1.419353 -0.660377 5.064942
H1 -0.589774 -0.143433 5.793690
H2 -2.514048 -0.153397 5.222876
H3 4.503554 -3.370557 1.369028
H4 -4.827641 4.157892 0.825053
H5 4.643807 1.833101 -0.484746
H6 -1.645836 -1.170913 -2.241300
H7 -2.387745 4.545167 0.990399
H8 4.154154 3.078530 0.553191
H9 -5.637236 1.901270 0.127743
H10 2.466290 -5.706382 -1.575640
H11 -4.037988 0.113872 -0.392205
H12 -1.463865 -1.864163 5.247455
H13 -0.183048 3.991598 0.557166
H14 -3.569520 -0.881098 -3.844454
H15 -1.893275 -2.662125 -0.362422
H16 3.684338 -1.508371 2.230208
H17 -5.692947 -2.135689 -3.382031

Cartesian forces (eV/Å) of the 6 atoms listed first:
I 0.0 0.0 0.0
Cl 0.0 0.0 0.0
Cl 0.0 0.0 0.0
S 0.0 0.0 0.0
Mg -0.1 -0.1 0.0
O 0.1 0.0 0.1


This record from OMol25 describes the molecule C2H6N3P3 at a distorted geometry. The level of theory is the ωB97M-V functional and the def2-TZVPD basis.

Values from the calculation:
ΔE to the lowest compared entry with this formula, charge and spin	74.2	kcal per mole
HOMO (alpha / beta)	-7.6 / -9.1	eV
Kohn-Sham gap (alpha / beta)	6.3856 / 7.9621	eV
total charge	0

Cartesian coordinates (Å):
P1 -0.219091 -0.134118 -0.521941
P2 3.802883 -1.387600 -0.085284
P3 2.347230 1.227617 0.674518
N1 0.417690 -0.757490 -1.781674
N2 0.920624 0.754988 0.379819
N3 3.300312 -0.168941 0.655900
C1 -1.492945 1.250745 -0.712479
C2 -0.963948 -1.076246 0.773098
H1 -1.756671 1.425962 0.312091
H2 0.026038 -1.669771 1.005920
H3 -2.358868 0.901329 -1.472357
H4 -1.549318 -1.866193 0.171303
H5 -1.328539 -0.670938 1.685791
H6 -1.145400 2.170662 -1.084709

Cartesian forces (eV/Å) of the 6 atoms listed first:
P -0.6 4.6 2.2
P 0.4 -0.7 -0.4
P -0.1 -0.5 0.3
N 0.6 -1.0 -1.3
N -0.5 0.0 -0.7
N -0.2 0.7 0.1


This record from OMol25 describes a structure of composition C2H7NO3S at a distorted geometry. The level of theory is the ωB97M-V functional and the def2-TZVPD basis.

Values from the calculation:
ΔE to the lowest compared entry with this formula, charge and spin	181.9	kcal per mole
HOMO	-10.2	eV
Kohn-Sham gap	10.4753	eV
total charge	0

Cartesian coordinates (Å):
S1 0.328704 -1.064929 0.083932
O1 -0.501923 -1.536574 1.169763
O2 0.691901 -1.860240 -1.082914
O3 2.190633 0.725473 -0.102057
N1 1.637152 -0.226754 0.758846
C1 -0.704869 0.078219 -0.742497
C2 -1.643443 0.758917 0.133854
H1 1.381918 0.038565 1.829241
H2 -0.970454 0.737179 1.584470
H3 -1.541844 2.019010 -0.534176
H4 0.093228 0.625926 -1.362739
H5 -1.268763 -0.441202 -1.660831
H6 -2.800033 -0.107271 0.210885
H7 3.107793 0.253687 -0.285778

Cartesian forces (eV/Å) of the 6 atoms listed first:
S -2.2 -0.7 -2.3
O 1.7 -0.8 0.3
O 1.3 -0.2 2.0
O 2.8 -1.8 0.2
N -1.8 -0.8 2.8
C 1.3 -0.6 -3.8


This record from OMol25 describes a cluster of 4 separate species, C17H22Br2N3 in total at a distorted geometry. The level of theory is the ωB97M-V functional and the def2-TZVPD basis.

Values from the calculation:
HOMO	-2.6	eV
Kohn-Sham gap	5.0881	eV
total charge	-1

Cartesian coordinates (Å):
Br1 -0.587636 -0.518439 -3.838961
Br2 -0.178966 4.161209 -3.335408
N1 -3.546157 -2.455751 -3.071639
N2 1.661630 1.724360 0.473330
N3 2.421392 -1.457389 5.401274
C1 2.913144 -1.388508 6.676498
C2 -5.740299 -2.753400 -3.083639
C3 0.171923 2.221781 -3.726035
C4 -5.139108 -3.835326 -2.389444
C5 2.552364 0.487987 2.080262
C6 2.451255 1.691802 -2.999024
C7 -4.728845 -1.918838 -3.488558
C8 2.019529 -0.677997 7.433427
C9 0.948812 -0.300061 6.579514
C10 -3.784055 -3.619291 -2.398171
C11 1.228382 -0.792848 5.332796
C12 -0.839727 1.387572 -3.488359
C13 2.946673 2.160499 0.633992
C14 3.526282 1.414992 1.627914
C15 1.468024 1.724615 -4.210934
C16 1.414844 0.703038 1.346327
C17 -2.214667 1.744859 -2.939440
H1 -2.634438 -2.051795 -3.236722
H2 3.490124 1.692281 -3.359207
H3 -2.167075 1.741747 -1.839434
H4 -4.750454 -0.992146 -4.037161
H5 4.536493 1.522183 1.988435
H6 -2.971987 -4.193305 -1.984357
H7 1.875572 2.424829 -4.963945
H8 3.335723 2.961726 0.029291
H9 1.001183 2.097220 -0.188707
H10 2.672395 -0.251560 2.853873
H11 2.291106 0.819133 -2.343750
H12 3.851817 -1.849843 6.933461
H13 -5.641437 -4.674453 -1.935526
H14 0.452796 0.218618 1.370789
H15 2.121955 -0.453100 8.482530
H16 -2.610784 2.686816 -3.331917
H17 2.868376 -1.923675 4.632791
H18 2.264667 2.625790 -2.419261
H19 -2.917001 0.957991 -3.257939
H20 0.074847 0.269455 6.849457
H21 0.683715 -0.729694 4.406089
H22 -6.792408 -2.603093 -3.264519

Cartesian forces (eV/Å) of the 6 atoms listed first:
Br -0.3 0.6 0.2
Br -0.2 0.7 0.2
N 0.0 -0.1 0.1
N 0.1 0.0 0.2
N 0.0 0.0 0.1
C 0.0 -0.1 0.0


This record from OMol25 describes a structure of composition C5H12N2O at a distorted geometry. The level of theory is the ωB97M-V functional and the def2-TZVPD basis.

Values from the calculation:
ΔE to the lowest compared entry with this formula, charge and spin	325.7	kcal per mole
HOMO	-8.1	eV
Kohn-Sham gap	3.5063	eV
total charge	0

Cartesian coordinates (Å):
O1 0.218350 0.832400 -2.738940
N1 0.753507 1.451698 1.986366
N2 -1.226388 -1.986806 0.669775
C1 0.860514 -0.278071 0.249919
C2 -0.184767 1.944752 -0.382576
C3 0.232919 -1.532696 0.923146
C4 -0.831978 -1.851300 -0.633595
C5 -0.016503 0.915921 0.716961
H1 0.701456 2.591073 -0.587283
H2 0.118358 1.879936 2.677393
H3 0.161942 -1.428046 1.972614
H4 1.785746 0.015846 0.806264
H5 -0.426674 1.327612 -1.235735
H6 1.047710 -0.023845 -0.853589
H7 -1.023951 0.545827 1.070434
H8 -1.042059 -1.109982 -1.403738
H9 -1.087868 2.647155 -0.304756
H10 0.841001 -2.437663 0.778800
H11 0.603252 0.589346 -3.557181
H12 -0.476658 -2.702348 -1.287816

Cartesian forces (eV/Å) of the 6 atoms listed first:
O 0.1 -0.7 1.8
N -1.9 -1.0 -3.4
N 0.8 1.7 -4.3
C 0.4 2.6 1.0
C -1.5 3.3 0.2
C 1.7 -1.6 -1.4